{"formula": "C31H43N4O5PS5V", "method": "ωB97M-V/def2-TZVPD", "energy_ev": -138197.5205, "de_lowest_kj_mol": 96.1, "largest_force_ha_per_bohr": 0.1624, "charge": -2, "homo_energy_ev": [-1.549, -1.657], "multiplicity": 4, "gap_ha": [0.2088, 0.2109], "species": ["V", "C", "C", "N", "N", "C", "N", "S", "C", "C", "C", "C", "C", "N", "H", "H", "H", "H", "H", "H", "H", "H", "H", "H", "O", "C", "C", "O", "C", "C", "O", "C", "O", "O", "S", "S", "S", "S", "C", "C", "C", "C", "C", "C", "P", "C", "C", "C", "C", "C", "C", "C", "C", "C", "C", "C", "C", "H", "H", "H", "H", "H", "H", "H", "H", "H", "H", "H", "H", "H", "H", "H", "H", "H", "H", "H", "H", "H", "H", "H", "H", "H", "H", "H", "H", "H", "H", "H", "H", "H"], "coordinates": [[-7.9312, -0.2892, -15.6085], [-7.8611, -2.7073, -11.9334], [-7.6521, -2.0039, -13.2641], [-8.1307, -0.8677, -13.6064], [-9.0126, -0.2493, -12.7030], [-8.4843, 0.4582, -11.6509], [-9.4320, 1.0192, -10.8230], [-6.8704, 0.6350, -11.3399], [-6.9209, -2.7182, -14.4120], [-6.0684, -3.8508, -14.2453], [-5.3656, -4.3560, -15.3086], [-5.5489, -3.8209, -16.5615], [-6.4061, -2.7546, -16.6277], [-7.1059, -2.2199, -15.6483], [-7.6186, -2.0957, -11.0659], [-8.8665, -3.2007, -11.8338], [-7.1406, -3.5451, -11.8778], [-10.5303, 0.2488, -13.0260], [-10.3524, 0.6310, -10.9676], [-9.1081, 1.4183, -9.9613], [-5.9974, -4.3799, -13.2889], [-4.6910, -5.1728, -15.1623], [-4.9424, -4.1192, -17.4385], [-6.5248, -2.1585, -17.5422], [-14.9903, -0.5198, -15.8839], [-13.8439, -0.3513, -15.6380], [-13.4848, 0.4559, -14.5533], [-14.1443, 1.0600, -13.6421], [-11.9659, 0.3462, -14.3908], [-11.3722, -0.2351, -15.5250], [-10.2021, -0.4679, -15.8149], [-12.6452, -0.8579, -16.4489], [-12.2866, -1.2598, -17.5000], [-11.3825, 0.7354, -13.1845], [-7.9016, 0.1757, -18.0283], [-6.1894, 1.1839, -18.4748], [-4.6315, 0.4177, -17.3268], [-5.3210, 0.4536, -15.3868], [-13.6908, 4.6607, -13.4300], [-13.9419, 4.3040, -14.9308], [-12.7596, 3.6343, -15.6388], [-11.3564, 4.2537, -15.3805], [-11.2030, 4.5329, -13.8578], [-12.3971, 4.0955, -12.9641], [-9.9911, 3.1353, -15.9854], [-8.5500, 4.2719, -15.7076], [-7.3293, 3.4673, -15.4901], [-6.1354, 4.4042, -15.6257], [-5.9534, 4.8069, -17.1044], [-7.3072, 5.1509, -17.7765], [-8.3366, 5.4707, -16.6775], [-10.2111, 3.0256, -17.8637], [-11.0283, 1.7702, -18.2788], [-10.9934, 1.6081, -19.8084], [-11.2287, 2.8949, -20.6310], [-11.6677, 4.0075, -19.6993], [-10.6855, 4.2953, -18.6024], [-14.5496, 4.2813, -12.8489], [-13.6407, 5.7725, -13.3614], [-14.3093, 5.1607, -15.5562], [-14.7093, 3.5341, -15.0817], [-12.8998, 3.4544, -16.6835], [-12.6741, 2.6537, -15.1716], [-11.2358, 5.2723, -15.8880], [-11.0518, 5.5798, -13.6320], [-10.2605, 4.1188, -13.5288], [-12.1739, 4.4417, -11.9291], [-12.3523, 3.0366, -12.9544], [-8.8155, 4.6349, -14.7349], [-7.1791, 2.6625, -16.1872], [-7.2626, 3.0253, -14.4720], [-5.2183, 4.0068, -15.2546], [-6.3139, 5.2724, -14.9552], [-5.3896, 4.0343, -17.6367], [-5.3278, 5.7096, -17.1306], [-7.6218, 4.3285, -18.4224], [-7.1223, 6.0169, -18.4138], [-9.2601, 5.7324, -17.1515], [-7.9673, 6.3527, -16.0856], [-9.1563, 2.8516, -18.1280], [-12.0355, 1.8588, -17.8737], [-10.5116, 0.9297, -17.9317], [-11.6955, 0.8412, -20.0761], [-9.9968, 1.2267, -20.0144], [-11.9704, 2.6784, -21.3802], [-10.3018, 3.1418, -21.2063], [-12.5863, 3.7091, -19.1751], [-11.9671, 4.9128, -20.2582], [-11.1485, 4.9673, -17.8693], [-9.8387, 4.8026, -19.0240]]}

---

{"formula": "C31H43N4OP2RuSSb", "method": "ωB97M-V/def2-TZVPD", "energy_ev": -79375.9120, "de_lowest_kj_mol": 67.5, "largest_force_ha_per_bohr": 0.0713, "charge": 1, "homo_energy_ev": [-9.882, -10.975], "multiplicity": 6, "gap_ha": [0.2507, 0.2477], "species": ["Ru", "C", "C", "N", "N", "C", "O", "C", "C", "C", "C", "C", "C", "C", "C", "C", "C", "C", "N", "H", "H", "H", "H", "H", "H", "H", "H", "H", "H", "H", "H", "C", "P", "C", "C", "C", "C", "C", "C", "C", "P", "C", "C", "H", "H", "H", "H", "H", "H", "H", "H", "H", "H", "H", "H", "H", "H", "H", "H", "S", "C", "N", "C", "C", "Sb", "C", "C", "C", "C", "H", "H", "H", "H", "H", "H", "H", "H", "H", "H", "H", "H", "H", "H", "H"], "coordinates": [[0.1464, -0.1978, 0.0058], [-3.5353, 1.0493, 2.4547], [-2.3156, 0.3592, 1.9825], [-1.5457, 0.8145, 1.0930], [-1.9620, 2.0251, 0.4984], [-1.4330, 2.1827, -0.6769], [-0.6333, 1.4052, -1.2583], [-1.6247, 3.5152, -1.3189], [-2.2978, 4.5534, -0.7573], [-2.3656, 5.7982, -1.4271], [-1.6930, 5.9860, -2.6314], [-0.9501, 4.9177, -3.1457], [-0.9323, 3.7182, -2.5043], [-1.9675, -1.0884, 2.4282], [-2.5132, -1.7080, 3.4891], [-1.9683, -2.9514, 3.8679], [-1.0089, -3.5779, 3.0477], [-0.6148, -2.9163, 1.9144], [-1.0059, -1.6510, 1.6398], [-3.4025, 2.1156, 2.7604], [-4.0272, 0.4905, 3.2641], [-4.1745, 0.9321, 1.5857], [-2.8992, 4.4302, 0.1682], [-2.9482, 6.6059, -0.9465], [-1.7704, 6.8850, -3.1888], [-0.5707, 5.0010, -4.1870], [-0.5661, 2.7557, -2.9014], [-3.2637, -1.3500, 4.1425], [-2.3224, -3.4619, 4.8293], [-0.6496, -4.5993, 3.2707], [0.0720, -3.3845, 1.2436], [2.3924, 2.2296, -1.6759], [1.8879, 1.7611, 0.0214], [1.2458, 3.3269, 0.7286], [3.2874, 1.4944, 1.1901], [4.5616, 2.0095, 0.9605], [5.6331, 1.8626, 1.8203], [5.3444, 1.1206, 2.9235], [4.0386, 0.6305, 3.2118], [2.9821, 0.7947, 2.3412], [1.3252, -0.0406, 2.5324], [0.4889, 1.1046, 3.6706], [1.8955, -1.4824, 3.5603], [3.0353, 3.0724, -1.7152], [1.5751, 2.4575, -2.3662], [2.9540, 1.2983, -2.1603], [2.0133, 4.0577, 1.0195], [0.5210, 3.1798, 1.5104], [0.5557, 3.8060, -0.0932], [4.7702, 2.4402, 0.0232], [6.6081, 2.2601, 1.5230], [6.0500, 0.8761, 3.6875], [3.8686, 0.2244, 4.1814], [1.2284, 1.4795, 4.3608], [-0.2723, 0.5538, 4.3047], [0.1036, 2.0402, 3.1170], [2.6100, -1.1608, 4.2868], [2.3875, -2.1792, 2.8994], [0.9647, -1.8973, 3.9616], [2.6332, -1.3339, -0.3172], [2.0979, -2.8772, -0.1843], [1.7193, -3.9645, -0.3265], [0.7831, -3.7525, -4.0680], [0.9226, -2.4589, -3.2943], [-0.6035, -2.2776, -1.8499], [-2.2555, -1.4362, -2.8793], [-2.4107, -1.6396, -4.3964], [-1.1060, -4.2435, -1.3536], [-2.2533, -4.7028, -2.1284], [1.6860, -3.9189, -4.5941], [0.0272, -3.7217, -4.8487], [0.5926, -4.6056, -3.3486], [0.9065, -1.5698, -3.9797], [1.8717, -2.4696, -2.7725], [-2.2577, -0.4344, -2.5171], [-3.1380, -1.8166, -2.3435], [-1.5686, -1.1692, -5.0117], [-3.3253, -1.2014, -4.7794], [-2.3808, -2.6836, -4.6464], [-1.1792, -4.3045, -0.2744], [-0.2453, -4.8826, -1.5395], [-3.1846, -4.0769, -2.0539], [-2.6551, -5.6521, -1.8883], [-1.9893, -4.7809, -3.1720]]}